Record 1
120
Properties=species:S:1:pos:R:3:mulliken_charge:R:1 method="wB97M-V/def2-TZVPD" smiles="O=C1C=CC(=O)C=C1.O=C1C=CC(=O)C=C1.O=C1C=CC(=O)C=C1.CC(C)O.CC(C)O.CC(C)O.CC(C)O.CC(C)O.CC(C)O.CC(C)O" homo_energy_ha=-0.350 total_charge=0
O -5.08 -3.24 0.76 -0.522
C -4.18 -3.34 1.57 0.082
C -3.08 -2.32 1.74 1.786
C -2.12 -2.57 2.85 -0.600
C -2.13 -3.82 3.77 0.065
O -1.21 -3.93 4.57 -0.579
C -3.35 -4.66 3.69 -0.419
C -4.29 -4.42 2.61 -0.347
H -3.02 -1.26 1.03 -0.581
H -1.21 -1.90 2.87 0.369
H -3.38 -5.56 4.52 0.235
H -5.09 -5.18 2.49 0.412
O 5.13 0.83 0.99 -0.531
C 5.32 1.96 1.29 0.752
C 6.87 2.34 1.20 -0.812
C 7.05 3.85 1.38 -0.427
C 5.94 4.73 1.84 0.231
O 6.05 5.97 1.99 -0.577
C 4.58 4.26 2.05 -0.287
C 4.26 2.81 1.73 0.775
H 7.62 1.86 0.85 0.626
H 8.17 4.26 1.37 0.298
H 3.83 4.90 2.43 0.711
H 3.27 2.34 1.95 -0.447
O 1.12 1.75 2.72 -0.367
C 1.34 2.29 3.81 0.512
C 0.37 2.67 4.92 0.195
C 0.83 3.12 6.19 -0.389
C 2.25 3.42 6.42 0.157
O 2.62 4.03 7.43 -0.525
C 3.19 3.16 5.31 -0.314
C 2.65 2.56 4.05 -0.284
H -0.73 2.33 4.72 -0.200
H 0.08 3.57 7.03 0.297
H 4.33 3.45 5.34 0.338
H 3.46 2.30 3.19 0.227
C 3.21 -2.83 -3.76 -1.302
C 2.69 -3.51 -2.48 0.211
C 3.59 -3.09 -1.28 -1.114
O 1.27 -3.24 -2.14 -0.297
H 4.20 -3.27 -3.98 0.481
H 3.21 -1.81 -3.63 0.182
H 2.42 -3.18 -4.54 0.248
H 2.82 -4.45 -2.82 0.738
H 3.35 -3.96 -0.40 0.143
H 3.52 -2.05 -0.80 0.153
H 4.48 -3.03 -1.68 0.629
H 1.00 -3.73 -1.57 0.085
C 4.93 3.63 -2.16 -1.410
C 3.68 2.85 -2.13 1.424
C 2.64 3.82 -1.67 -0.852
O 3.42 2.43 -3.52 -0.609
H 4.98 4.61 -2.71 0.365
H 5.84 2.97 -2.33 0.314
H 5.01 4.22 -1.28 0.172
H 3.72 1.86 -1.48 -0.099
H 2.83 4.39 -0.74 0.229
H 1.81 3.08 -1.43 -0.142
H 2.36 4.68 -2.41 0.344
H 2.74 1.84 -3.60 0.273
C -7.30 -0.46 -2.74 -1.545
C -6.09 -0.82 -1.78 0.603
C -4.74 -1.01 -2.59 -0.937
O -5.77 0.16 -0.94 -0.459
H -7.56 -1.23 -3.43 0.415
H -7.48 0.56 -3.28 0.296
H -8.22 -0.53 -2.23 0.493
H -6.22 -1.80 -1.24 0.095
H -3.98 -1.45 -2.05 -0.112
H -4.32 -0.07 -2.96 0.315
H -5.01 -1.60 -3.41 0.507
H -5.76 1.10 -1.38 0.363
C -1.53 -5.11 1.74 -1.921
C -1.48 -5.05 0.12 0.165
C -2.04 -3.73 -0.45 -0.295
O -0.06 -4.87 -0.21 -0.376
H -2.58 -5.06 1.97 0.261
H -1.06 -4.13 2.10 0.541
H -1.27 -5.70 2.41 1.005
H -1.82 -6.09 -0.45 0.271
H -1.53 -3.03 0.17 -0.610
H -3.13 -3.81 -0.28 0.406
H -1.72 -3.84 -1.59 0.365
H 0.34 -5.50 0.08 0.092
C -2.62 1.55 3.22 -0.357
C -3.68 2.34 2.54 0.444
C -4.03 1.69 1.15 -1.134
O -4.73 2.33 3.34 -0.547
H -2.96 0.53 3.37 0.149
H -2.29 1.95 4.26 0.256
H -1.70 1.32 2.54 -0.256
H -3.33 3.50 2.51 0.073
H -4.22 0.57 1.34 0.171
H -3.23 2.02 0.58 0.266
H -4.92 2.06 0.69 0.633
H -5.62 2.41 3.01 0.328
C -0.12 1.30 -6.11 -1.465
C -0.34 0.43 -4.74 0.468
C 0.58 -0.81 -4.90 -1.269
O -0.02 1.30 -3.73 -0.597
H -0.76 2.23 -6.15 0.319
H -0.36 0.79 -7.10 0.335
H 0.85 1.54 -6.01 0.436
H -1.33 0.20 -4.71 0.388
H 1.54 -0.59 -4.74 0.472
H 0.34 -1.54 -5.91 0.194
H 0.50 -1.19 -3.93 0.414
H 0.11 0.87 -2.91 0.159
C 0.93 0.87 0.38 -1.667
C 0.41 -0.26 -0.28 1.260
C -1.14 -0.04 -0.55 0.378
O 1.04 -0.25 -1.59 0.423
H 0.73 1.78 -0.09 0.153
H 1.97 0.90 0.62 0.120
H 0.63 1.12 1.47 0.668
H 0.41 -1.29 0.28 0.239
H -1.42 0.81 -1.26 0.533
H -1.78 -0.06 0.31 -0.938
H -1.72 -0.98 -0.99 -0.317
H 1.43 -1.11 -1.53 -0.697

=====

Record 2
147
Properties=species:S:1:pos:R:3:mulliken_charge:R:1 method="wB97M-V/def2-TZVPD" smiles="O=[N+]([O-])c1ccccc1.O=[N+]([O-])c1ccccc1.O=[N+]([O-])c1ccccc1.CCOS(C)(=O)=O.CCOS(C)(=O)=O.CCOS(C)(=O)=O.CCOS(C)(=O)=O.CCOS(C)(=O)=O.CCOS(C)(=O)=O.CCOS(C)(=O)=O" homo_energy_ha=-0.366 total_charge=0
O 14.37 14.56 11.16 -0.439
N 14.59 13.96 10.12 1.012
O 15.26 14.46 9.23 -0.635
C 14.07 12.60 9.98 0.040
C 13.96 11.98 8.72 -0.751
C 13.14 10.90 8.63 -0.457
C 12.48 10.28 9.72 -0.512
C 12.70 10.80 11.02 -0.545
C 13.54 11.96 11.12 0.188
H 14.32 12.42 7.80 0.471
H 13.11 10.29 7.74 0.337
H 12.03 9.30 9.67 0.371
H 12.35 10.32 11.92 0.417
H 13.69 12.43 12.09 0.514
O 19.19 12.89 13.14 -0.571
N 20.18 13.44 13.55 1.041
O 21.03 13.96 12.84 -0.636
C 20.40 13.54 15.00 -0.177
C 21.46 14.31 15.53 -0.368
C 21.63 14.42 16.90 -0.653
C 20.70 13.79 17.73 -0.427
C 19.64 13.06 17.22 -0.413
C 19.55 12.90 15.86 -0.317
H 22.10 14.89 14.88 0.390
H 22.40 15.09 17.26 0.527
H 20.78 13.94 18.80 0.457
H 18.89 12.56 17.80 0.557
H 18.82 12.25 15.40 0.501
O 13.76 16.12 13.40 -0.492
N 14.04 16.29 14.53 1.013
O 13.27 16.46 15.45 -0.658
C 15.47 16.27 14.83 -0.409
C 15.94 16.56 16.10 -0.499
C 17.35 16.64 16.30 -0.362
C 18.25 16.40 15.27 -0.274
C 17.77 16.06 13.99 -1.172
C 16.41 16.05 13.80 -0.112
H 15.37 16.82 16.98 0.864
H 17.71 16.94 17.28 0.361
H 19.31 16.51 15.48 0.825
H 18.51 15.80 13.25 0.489
H 16.09 15.82 12.80 0.476
C 14.45 15.01 18.58 -0.927
C 15.42 13.96 18.17 0.057
O 16.11 13.53 19.30 -0.186
S 16.47 11.92 19.34 0.893
C 15.00 11.36 20.36 -0.959
O 16.50 11.34 17.99 -0.454
O 17.70 11.90 20.15 -0.646
H 13.87 14.67 19.44 0.504
H 13.89 15.37 17.72 0.252
H 15.10 15.82 18.92 0.176
H 15.00 13.07 17.71 0.635
H 16.07 14.37 17.39 -0.512
H 15.20 11.76 21.36 0.343
H 14.89 10.29 20.48 0.426
H 14.18 11.76 19.76 0.295
C 15.90 15.37 22.38 -0.776
C 15.83 16.74 21.74 -0.322
O 16.64 16.87 20.54 -0.162
S 18.21 17.33 20.66 0.841
C 19.04 15.69 21.12 -0.757
O 18.66 17.65 19.30 -0.342
O 18.34 18.20 21.81 -0.651
H 15.20 15.42 23.22 0.444
H 16.88 15.05 22.74 0.256
H 15.49 14.67 21.65 -0.026
H 14.75 16.82 21.63 0.111
H 16.13 17.47 22.49 0.486
H 18.94 15.54 22.19 0.397
H 20.08 15.79 20.80 0.420
H 18.66 14.90 20.47 0.026
C 12.56 17.78 19.58 -1.031
C 11.63 18.20 18.51 0.076
O 11.63 19.57 18.43 -0.312
S 10.60 20.41 17.47 1.022
C 9.12 20.56 18.63 -0.959
O 11.19 21.74 17.36 -0.618
O 10.27 19.66 16.23 -0.481
H 13.52 18.29 19.47 0.286
H 12.79 16.72 19.51 0.157
H 12.06 17.89 20.54 0.451
H 12.01 17.77 17.59 0.024
H 10.61 17.87 18.70 0.351
H 8.57 19.62 18.53 0.318
H 8.45 21.37 18.34 0.386
H 9.48 20.74 19.64 0.336
C 15.99 12.51 14.07 -0.874
C 16.15 11.04 14.59 -0.080
O 15.32 10.08 13.95 -0.251
S 15.59 8.48 14.24 1.146
C 14.66 8.45 15.81 -0.725
O 14.89 7.72 13.19 -0.596
O 17.04 8.30 14.42 -0.624
H 16.12 12.62 12.99 0.435
H 16.60 13.27 14.56 0.019
H 14.97 12.89 14.10 0.425
H 17.22 10.88 14.42 0.402
H 16.01 11.02 15.67 -0.029
H 14.55 7.41 16.13 0.426
H 13.70 8.91 15.57 0.285
H 15.25 9.05 16.49 0.121
C 19.56 20.02 13.00 -0.907
C 20.34 19.41 11.87 -0.200
O 21.78 19.34 12.21 -0.277
S 22.72 18.30 11.31 1.164
C 22.00 16.67 12.06 -0.672
O 22.34 18.33 9.88 -0.613
O 24.16 18.40 11.69 -0.604
H 19.97 20.97 13.34 0.317
H 19.60 19.31 13.82 -0.010
H 18.49 20.08 12.81 0.385
H 19.93 18.46 11.52 0.400
H 20.32 20.12 11.05 0.280
H 22.48 15.90 11.47 0.513
H 20.92 16.59 11.99 0.135
H 22.28 16.85 13.10 0.070
C 24.47 21.60 16.54 -1.220
C 23.67 20.48 17.22 -0.285
O 22.99 19.71 16.21 -0.144
S 22.00 18.48 16.64 1.091
C 20.75 19.40 17.64 -0.830
O 21.29 17.99 15.44 -0.293
O 22.77 17.66 17.61 -0.751
H 25.35 21.24 16.01 0.293
H 24.63 22.24 17.40 0.386
H 23.84 22.19 15.88 0.313
H 24.27 19.76 17.77 0.354
H 23.07 20.98 17.98 0.315
H 21.05 19.41 18.69 0.382
H 19.79 18.90 17.50 0.053
H 20.67 20.37 17.15 0.415
C 10.76 14.53 10.81 -1.033
C 11.27 15.81 11.36 0.282
O 10.20 16.73 11.22 -0.382
S 9.43 17.27 12.60 1.249
C 10.84 18.08 13.47 -0.804
O 8.57 18.38 12.10 -0.633
O 8.90 16.13 13.34 -0.619
H 9.85 14.22 11.34 0.354
H 11.46 13.70 10.77 0.063
H 10.38 14.56 9.79 0.336
H 11.66 15.71 12.37 0.129
H 12.13 15.99 10.70 0.150
H 11.15 17.30 14.16 0.141
H 10.36 18.95 13.92 0.415
H 11.64 18.48 12.84 0.400